Density functional theory data (wB97M-V/def2-TZVPD) for a single C5H12O molecule in a non-equilibrium geometry.

As for the LUMO energy: 1.05 eV. The highest occupied orbital energy comes out at -10.20 eV. As for the multiplicity: 1. As for the charge: 0. The HOMO-LUMO gap comes out at 0.4135 Ha. The SMILES is CCCCCO.

Each line ends with the Mulliken charge.
Positions of all 18 atoms, in Å:
1 C 0.0675 1.5044 -2.2895  -1.27
2 C -0.2219 1.1728 -0.8527  -0.28
3 C 0.1284 -0.1994 -0.3734  -0.46
4 C -0.4434 -0.4547 1.0280  -0.78
5 C 0.4557 -1.1226 2.0664  -0.63
6 O 0.7188 -2.4889 1.8956  -0.49
7 H 0.2072 2.5623 -2.5541  0.33
8 H -0.7452 1.1714 -2.9727  0.30
9 H 0.9095 0.9879 -2.7700  0.33
10 H -1.3121 1.2645 -0.6402  0.26
11 H 0.2842 1.9476 -0.2572  0.30
12 H 1.1964 -0.4948 -0.3596  0.36
13 H -0.2698 -1.0488 -0.9683  0.26
14 H -1.4539 -0.9310 0.9684  0.47
15 H -0.7374 0.5085 1.4771  0.35
16 H -0.0461 -1.0043 3.0426  0.28
17 H 1.3624 -0.5006 1.9554  0.36
18 H -0.1002 -2.8743 1.6041  0.31

=====

Density functional theory data (wB97M-V/def2-TZVPD) for a molecular structure, C23H19CrN5O11 in a non-equilibrium geometry.

As for the LUMO energy (alpha / beta): 1.38 / 1.38 eV. The highest occupied orbital energy (alpha / beta) comes out at -5.73 / -5.91 eV. As for the multiplicity: 4. The expectation value of S² is 3.7882. As for the charge: -1. The HOMO-LUMO gap (alpha / beta) comes out at 0.2612 / 0.2678 Ha.

Each line ends with the Mulliken charge.
Positions of all 59 atoms, in Å:
1 Cr -0.6314 -0.7071 -0.2950  -0.25
2 O -1.1887 -4.3983 -1.7458  -0.70
3 C -0.8674 -3.2604 -1.4923  0.46
4 O -1.3632 -2.4840 -0.5853  -0.35
5 C 0.2752 -2.4772 -2.2940  0.48
6 O 0.9053 -3.0121 -3.1762  -0.70
7 O 0.3511 -1.2692 -1.8581  -0.46
8 N -0.0494 1.3431 0.1854  -0.03
9 C -1.1633 2.0007 0.7876  0.36
10 C -1.0936 2.4586 2.0944  -0.59
11 C -2.1922 3.0481 2.6978  -0.83
12 C -3.3617 3.2133 1.9743  -0.66
13 C -3.4275 2.7661 0.6639  -1.05
14 C -2.3466 2.1321 0.0547  0.96
15 C -2.4969 1.5080 -1.2818  0.67
16 C -3.2373 2.1792 -2.2577  -0.81
17 C -3.5034 1.5860 -3.4779  -0.67
18 C -3.0666 0.2896 -3.7056  -0.91
19 C -2.3233 -0.3683 -2.7384  -0.23
20 C -1.9819 0.2174 -1.5175  0.61
21 H 0.7414 1.3403 0.8221  0.29
22 H 0.2301 1.8273 -0.6651  0.37
23 H -0.1726 2.3383 2.6546  0.43
24 H -2.1394 3.3603 3.7329  0.39
25 H -4.2257 3.6803 2.4297  0.39
26 H -4.3476 2.8846 0.1065  0.47
27 H -3.5772 3.1909 -2.0664  0.47
28 H -4.0448 2.1234 -4.2467  0.36
29 H -3.2949 -0.2066 -4.6407  0.43
30 H -1.9905 -1.3744 -2.9586  0.24
31 C -1.9416 -2.5683 4.5048  -1.04
32 N -1.6932 -1.4865 3.5787  -0.13
33 C -1.9443 -1.5115 2.2497  0.09
34 N -2.6963 -2.5178 1.7618  -0.34
35 O -1.5535 -0.5580 1.5480  0.15
36 H -1.4004 -2.3594 5.4232  0.34
37 H -1.5871 -3.5261 4.1151  0.33
38 H -3.0054 -2.6595 4.7390  0.29
39 H -1.0928 -0.7362 3.8712  0.26
40 H -2.7734 -3.3645 2.2979  0.25
41 H -2.6247 -2.6343 0.7526  0.29
42 O 2.8167 -2.6896 1.2246  -0.73
43 C 2.3516 -1.7038 0.6706  -0.17
44 O 1.1417 -1.3064 0.7793  -0.21
45 C 3.3679 -0.8386 -0.1074  0.15
46 C 3.0124 0.0165 -1.1423  0.01
47 C 3.9625 0.8849 -1.6913  -0.33
48 C 5.2864 0.8381 -1.2943  -0.26
49 C 5.6417 -0.0855 -0.3311  -0.28
50 C 4.6979 -0.9018 0.2824  -0.64
51 N 7.0356 -0.1783 0.0598  1.05
52 O 7.3412 -1.0066 0.8960  -0.62
53 O 7.8327 0.5773 -0.4702  -0.64
54 N 3.5627 1.8934 -2.6420  0.99
55 O 2.3715 2.1346 -2.7730  -0.58
56 O 4.4254 2.4766 -3.2655  -0.64
57 H 2.0277 -0.0239 -1.5734  1.12
58 H 6.0245 1.4983 -1.7222  0.59
59 H 4.9965 -1.5925 1.0572  0.59